Entry 1:
Molecular formula: C4H14N2O
Method: DFT, wB97M-V/def2-TZVPD

Structure (ORCA input):
```
! wB97M-V def2-TZVPD RIJCOSX def2/J DEFGRID3
* xyz 2 1
C 0.788 1.599 -0.024
C -0.452 1.011 -0.677
C -0.146 -0.277 -1.559
C -1.923 -1.988 -1.485
N -0.859 -1.455 -1.039
N 0.807 1.536 1.470
H 1.695 1.121 -0.391
H 0.926 2.629 -0.357
H -1.195 0.698 0.063
H -0.925 1.708 -1.363
H -0.394 -0.085 -2.599
H 0.910 -0.537 -1.507
H -2.610 -1.509 -2.178
H -2.267 -2.898 -1.001
H -0.394 -1.856 -0.235
H -0.119 1.323 1.847
H 1.177 2.333 2.000
H 1.247 0.629 1.741
H 0.731 -1.169 3.023
H 1.889 -1.709 2.136
O 1.115 -1.104 2.135
*
```

The max |F| comes out at 1.66 eV/Å. The value obtained for the total energy is -9385.75409 eV. The energy above the lowest of the compared OMol25 structures with the same formula, charge and spin is 18.7 kcal/mol.

=====

Entry 2:
Molecular formula: C28H47OPPd
Method: DFT, wB97M-V/def2-TZVPD

Structure (ORCA input):
```
! wB97M-V def2-TZVPD RIJCOSX def2/J DEFGRID3
* xyz 2 3
Pd 1.541 0.992 -0.596
C 3.187 4.648 1.774
C 2.061 3.813 1.140
C 1.103 4.697 0.348
C 2.697 2.712 0.317
C 2.798 2.752 -1.091
C 3.503 1.746 -1.802
C 4.162 0.691 -1.144
C 4.945 -0.326 -1.912
C 4.049 0.650 0.257
C 3.341 1.629 0.967
H 2.754 5.471 2.342
H 3.831 5.078 1.001
H 3.809 4.064 2.455
H 1.506 3.325 1.945
H 1.638 5.356 -0.345
H 0.550 5.338 1.035
H 0.367 4.119 -0.222
H 2.348 3.568 -1.638
H 3.552 1.797 -2.882
H 4.363 -0.725 -2.746
H 5.274 -1.150 -1.283
H 5.829 0.155 -2.342
H 4.528 -0.158 0.800
H 3.281 1.569 2.048
O 0.596 -0.674 -1.408
P -0.601 -0.803 -0.385
C -1.733 -2.111 -0.811
C -2.615 -1.731 -2.032
C -3.213 -2.986 -2.703
C -3.382 -4.118 -1.690
C -2.003 -4.587 -1.183
C -0.984 -3.431 -1.111
C -1.413 0.814 -0.294
C -1.532 1.530 -1.655
C -2.062 2.964 -1.484
C -3.138 3.077 -0.380
C -3.795 1.723 -0.118
C -2.776 0.744 0.470
C 0.073 -1.059 1.281
C -0.990 -1.571 2.311
C -0.688 -3.006 2.740
C 0.681 -3.106 3.429
C 1.744 -2.212 2.749
C 1.359 -1.917 1.301
H -2.355 -2.262 0.076
H -2.018 -1.192 -2.771
H -3.416 -1.062 -1.708
H -2.561 -3.322 -3.513
H -4.164 -2.723 -3.163
H -3.914 -4.952 -2.139
H -4.005 -3.777 -0.858
H -1.608 -5.357 -1.843
H -2.103 -5.045 -0.199
H -0.447 -3.320 -2.054
H -0.237 -3.659 -0.355
H -0.734 1.421 0.336
H -2.200 0.962 -2.295
H -0.581 1.549 -2.179
H -2.471 3.285 -2.443
H -1.233 3.646 -1.272
H -3.885 3.817 -0.661
H -2.691 3.436 0.555
H -4.215 1.325 -1.047
H -4.626 1.820 0.580
H -3.181 -0.270 0.458
H -2.612 0.995 1.519
H 0.354 -0.045 1.607
H -1.999 -1.498 1.911
H -0.977 -0.922 3.189
H -0.729 -3.669 1.868
H -1.471 -3.349 3.415
H 1.014 -4.144 3.428
H 0.578 -2.819 4.476
H 2.722 -2.691 2.789
H 1.842 -1.261 3.290
H 1.212 -2.852 0.769
H 2.164 -1.414 0.778
*
```

The max |F| comes out at 1.22 eV/Å. The value obtained for the total energy is -44600.49561 eV. The energy above the lowest of the compared OMol25 structures with the same formula, charge and spin is 11.1 kcal/mol.

=====

Entry 3:
Molecular formula: C3H6N4O
Method: DFT, wB97M-V/def2-TZVPD

Structure (ORCA input):
```
! wB97M-V def2-TZVPD RIJCOSX def2/J DEFGRID3
* xyz 0 1
C 2.343 -0.396 -0.023
C -0.487 1.493 0.072
C -1.872 -0.145 0.050
H 1.962 -0.903 1.075
H 2.506 -1.285 -1.109
H 3.703 0.717 -0.220
H -0.190 2.676 0.143
H -3.157 -1.578 -0.350
H -0.408 -1.184 -0.339
N 0.210 0.416 0.704
N -1.718 1.285 -0.070
N -3.073 -0.558 -0.197
N -0.746 -0.704 0.676
O 0.927 0.165 -0.412
*
```

The max |F| comes out at 7.43 eV/Å. The value obtained for the total energy is -11205.80554 eV. The energy above the lowest of the compared OMol25 structures with the same formula, charge and spin is 253.0 kcal/mol.

=====

Entry 4:
Molecular formula: C18H42FN8O3SSi
Method: DFT, wB97M-V/def2-TZVPD

Structure (ORCA input):
```
! wB97M-V def2-TZVPD RIJCOSX def2/J DEFGRID3
* xyz 1 1
C -4.177 1.558 2.796
C -4.886 1.021 1.466
S -5.477 -0.731 1.564
C -4.161 -1.856 0.839
C -2.779 -1.230 1.261
N -2.044 -0.162 0.697
C -0.826 0.123 1.399
N 0.118 1.020 1.179
N 1.259 1.229 1.954
C -0.040 1.924 -0.015
C 1.198 1.875 -1.024
O 1.791 3.189 -1.049
Si 3.500 3.193 -0.754
C 3.908 4.975 -0.117
C 4.094 2.007 0.617
C 4.488 3.007 -2.393
N -0.837 -0.837 2.454
C 0.083 -1.129 3.582
C 1.485 -1.811 3.109
N 1.832 -2.951 4.019
N -1.937 -1.608 2.342
F -2.363 -2.658 3.073
H -4.845 2.281 3.371
H -3.857 0.673 3.421
H -3.248 2.143 2.476
H -5.804 1.674 1.286
H -4.217 1.213 0.561
H -4.258 -1.987 -0.278
H -4.282 -2.846 1.387
H 1.567 2.190 1.720
H 1.045 1.277 2.958
H -0.108 2.979 0.405
H -0.987 1.722 -0.589
H 0.754 1.706 -2.064
H 1.922 1.024 -0.853
H 3.382 5.056 0.897
H 3.418 5.771 -0.768
H 5.012 5.140 0.044
H 3.820 0.911 0.435
H 5.231 2.028 0.655
H 3.736 2.268 1.660
H 5.470 3.553 -2.219
H 4.619 1.935 -2.721
H 3.959 3.584 -3.220
H 0.271 -0.178 4.189
H -0.352 -1.865 4.338
H 1.308 -2.212 2.057
H 2.288 -1.014 3.123
H 2.052 -2.501 4.917
H 1.007 -3.543 4.180
C -5.538 -6.077 1.524
O -6.498 -6.555 0.960
N -4.556 -6.785 2.143
C -3.437 -6.139 2.797
C -4.633 -8.235 2.149
H -5.384 -4.986 1.579
H -2.508 -6.472 2.327
H -3.430 -6.417 3.854
H -3.510 -5.054 2.713
H -4.643 -8.598 1.119
H -5.560 -8.543 2.636
H -3.781 -8.660 2.679
C 2.932 2.167 -6.152
O 3.334 2.016 -5.013
N 3.310 3.166 -6.991
C 2.788 3.283 -8.338
C 4.269 4.149 -6.521
H 2.203 1.476 -6.605
H 3.616 3.230 -9.049
H 2.279 4.244 -8.443
H 2.081 2.480 -8.553
H 5.195 3.642 -6.241
H 3.866 4.651 -5.639
H 4.474 4.884 -7.299
*
```

The max |F| comes out at 6.98 eV/Å. The value obtained for the total energy is -58829.21256 eV.

=====

Entry 5:
Molecular formula: H2N2O2S
Method: DFT, wB97M-V/def2-TZVPD

Structure (ORCA input):
```
! wB97M-V def2-TZVPD RIJCOSX def2/J DEFGRID3
* xyz 0 1
N -0.305 0.013 -0.144
S -1.503 -1.094 0.107
N -2.824 0.234 0.029
O -2.376 1.350 0.077
O -3.936 -0.139 -0.169
H -0.197 0.671 0.514
H 0.215 0.062 -0.988
*
```

The max |F| comes out at 4.36 eV/Å. The value obtained for the total energy is -17939.20503 eV. The energy above the lowest of the compared OMol25 structures with the same formula, charge and spin is 31.6 kcal/mol.

=====

Entry 6:
Molecular formula: C19H38AsCuF6N5OPS
Method: DFT, wB97M-V/def2-TZVPD

Structure (ORCA input):
```
! wB97M-V def2-TZVPD RIJCOSX def2/J DEFGRID3
* xyz 0 1
Cu 1.036 -1.083 0.825
C 4.672 -1.327 -2.036
N 3.461 -0.931 -2.718
C 3.407 -1.354 -4.102
P 2.199 -0.164 -1.902
O 2.223 -0.901 -0.564
N 2.379 1.508 -1.726
C 3.306 2.160 -2.650
C 1.966 2.136 -0.460
N 0.832 -0.360 -2.784
C 0.131 0.657 -3.487
C 0.187 -1.659 -2.925
H 5.494 -1.104 -2.776
H 4.647 -2.417 -1.879
H 4.788 -0.879 -1.045
H 4.185 -0.900 -4.686
H 2.440 -1.143 -4.571
H 3.523 -2.485 -4.020
H 4.310 2.267 -2.203
H 2.996 3.161 -2.867
H 3.435 1.591 -3.565
H 1.055 2.717 -0.617
H 2.762 2.836 -0.041
H 1.795 1.362 0.341
H 0.124 0.417 -4.638
H 0.610 1.661 -3.303
H -0.913 0.680 -3.268
H 0.548 -2.453 -2.280
H 0.217 -1.883 -3.965
H -0.894 -1.544 -2.690
F -0.928 0.178 -0.768
As -2.515 0.793 -0.120
F -4.102 1.385 0.443
F -2.542 -0.532 1.131
F -3.277 -0.351 -1.233
F -1.607 1.722 1.091
F -2.506 2.066 -1.366
C -2.793 4.185 3.120
N -1.476 4.833 2.930
C -1.300 5.770 1.949
S -0.068 5.638 0.828
N -2.276 6.648 1.911
C -2.818 7.289 3.108
H -3.586 4.776 2.657
H -2.938 4.099 4.211
H -2.759 3.175 2.723
H -0.677 4.200 2.988
H -2.559 6.997 1.028
H -2.196 6.991 3.913
H -3.888 7.064 3.254
H -2.755 8.423 3.026
C -0.857 -3.186 3.925
C -0.187 -3.307 2.533
C 1.193 -3.936 2.788
C -0.185 -1.914 1.989
C -0.941 -3.935 1.405
C -0.518 -5.135 0.857
C -1.096 -5.654 -0.248
C -2.191 -5.051 -0.893
C -2.684 -3.881 -0.349
C -2.081 -3.299 0.814
H -0.236 -2.525 4.540
H -0.837 -4.218 4.296
H -1.813 -2.755 3.910
H 1.582 -3.465 3.672
H 1.932 -3.864 1.975
H 1.177 -4.997 3.112
H -0.900 -1.278 2.481
H 0.395 -5.704 1.219
H -0.637 -6.593 -0.589
H -2.426 -5.432 -1.921
H -3.532 -3.447 -0.881
H -2.512 -2.339 1.139
*
```

The max |F| comes out at 3.07 eV/Å. The value obtained for the total energy is -171726.47929 eV.